# 1
This record from the OMol25 dataset describes a cluster of 7 separate species, C43H37BrCl2N2O16PS in total at a distorted geometry. The level of theory is ωB97M-V/def2-TZVPD.

CARTESIAN COORDINATES (ANGSTROEM)
C (-1.7442, 1.2491, 2.9089)
C (-0.8736, 0.0585, 2.3090)
Cl (-0.6234, 0.5176, 0.5292)
C (0.5627, 0.0016, 2.9521)
Cl (0.3433, 0.5220, 4.7141)
C (1.1980, -1.4710, 3.0411)
Br (-0.0457, -2.7302, 3.9927)
C (2.4081, -1.2685, 4.1071)
O (3.2446, -0.3692, 3.9716)
O (2.4750, -2.0564, 5.1391)
N (1.6538, -1.9776, 1.7260)
C (0.5803, -2.6383, 0.9245)
C (0.7584, -2.3081, -0.6304)
N (0.4306, -3.5849, -1.3609)
P (2.9774, -3.1123, 1.8156)
O (2.8289, -4.1998, 3.0779)
O (3.0054, -4.1243, 0.4621)
S (4.7349, -2.2622, 1.7996)
H (-2.4622, 1.5205, 2.0798)
H (-2.3258, 0.9407, 3.8121)
H (-1.1280, 2.1749, 3.0666)
H (-1.4618, -0.8832, 2.3640)
H (1.3102, 0.6993, 2.5135)
H (-0.4596, -2.3252, 1.1709)
H (0.5999, -3.7558, 1.0833)
H (0.0135, -1.5615, -0.9899)
H (1.8245, -2.0237, -0.8334)
H (-0.3150, -4.0615, -0.8376)
H (-0.0373, -3.3116, -2.2339)
H (2.2372, -4.9034, 2.7454)
H (3.3378, -3.5180, -0.2299)
C (-0.8088, 3.5027, -1.8397)
C (-0.0297, 3.8301, -2.8673)
C (-0.5038, 4.7368, -3.9347)
O (0.2081, 5.0339, -4.8759)
C (-1.8810, 5.2694, -3.8154)
C (-2.6626, 4.9425, -2.7877)
C (-2.1866, 4.0328, -1.7180)
O (-2.8980, 3.7366, -0.7809)
H (-0.4672, 2.8390, -1.0566)
H (0.9786, 3.4491, -2.9676)
H (-2.2126, 5.9318, -4.6036)
H (-3.6719, 5.3223, -2.6862)
C (5.1352, 2.6185, -4.3465)
C (3.8322, 2.3604, -4.2580)
C (3.3165, 1.3259, -3.3319)
O (2.1274, 1.0881, -3.2518)
C (4.3033, 0.5915, -2.5075)
C (5.6068, 0.8499, -2.5960)
C (6.1234, 1.8839, -3.5220)
O (7.3110, 2.1223, -3.6031)
H (5.5310, 3.3700, -5.0179)
H (3.0958, 2.8882, -4.8525)
H (3.9073, -0.1601, -1.8352)
H (6.3420, 0.3225, -2.0013)
C (1.6739, -2.3190, -4.9269)
C (2.4719, -1.8814, -5.8990)
C (2.0072, -0.8724, -6.8781)
O (2.7332, -0.4740, -7.7663)
C (0.6221, -0.3678, -6.7336)
C (-0.1756, -0.8053, -5.7618)
C (0.2896, -1.8140, -4.7835)
O (-0.4348, -2.2122, -3.8948)
H (1.9956, -3.0568, -4.2015)
H (3.4870, -2.2388, -6.0186)
H (0.2999, 0.3700, -7.4576)
H (-1.1905, -0.4478, -5.6413)
C (-3.7077, 6.6664, -8.9816)
C (-3.5572, 7.1234, -7.7401)
C (-4.1383, 6.4065, -6.5826)
O (-4.0030, 6.8238, -5.4495)
C (-4.8913, 5.1617, -6.8573)
C (-5.0420, 4.7044, -8.0987)
C (-4.4609, 5.4213, -9.2572)
O (-4.5962, 5.0043, -10.3887)
H (-3.2906, 7.1774, -9.8400)
H (-3.0092, 8.0310, -7.5203)
H (-5.3081, 4.6508, -5.9983)
H (-5.5899, 3.7966, -8.3179)
C (1.2800, -5.1855, 7.0491)
C (2.0851, -6.0673, 7.6414)
C (1.5910, -7.3967, 8.0629)
O (2.3230, -8.2025, 8.6054)
C (0.1663, -7.7128, 7.8000)
C (-0.6395, -6.8337, 7.2086)
C (-0.1437, -5.5025, 6.7874)
O (-0.8700, -4.6981, 6.2467)
H (1.6240, -4.2041, 6.7318)
H (3.1277, -5.8542, 7.8399)
H (-0.1766, -8.6907, 8.1147)
H (-1.6825, -7.0471, 7.0093)
C (-4.1830, -0.3881, 7.2962)
C (-4.0905, -0.6171, 8.6041)
C (-2.9336, -0.1286, 9.3896)
O (-2.8490, -0.3395, 10.5831)
C (-1.8860, 0.6250, 8.6648)
C (-1.9783, 0.8544, 7.3562)
C (-3.1345, 0.3662, 6.5717)
O (-3.2211, 0.5761, 5.3788)
H (-5.0203, -0.7380, 6.7057)
H (-4.8477, -1.1658, 9.1500)
H (-1.0484, 0.9746, 9.2547)
H (-1.2214, 1.4025, 6.8101)

Output
- total charge = -1
- total energy (hartree) = -7207.9575
- spin multiplicity = 1

# 2
This record from the OMol25 dataset describes a structure of composition C11H7NS at a distorted geometry. The level of theory is ωB97M-V/def2-TZVPD.

CARTESIAN COORDINATES (ANGSTROEM)
C (4.8171, 0.9696, 0.0754)
C (2.8984, 0.1559, -0.0217)
C (3.5759, -1.0591, -0.0015)
C (1.4219, 0.0989, -0.0276)
C (0.2837, 0.1627, 0.0184)
C (-1.0906, -0.0304, -0.1524)
C (-1.9231, -1.2875, -0.0511)
C (-3.2508, -1.2596, 0.0463)
C (-3.9135, -0.0620, 0.3412)
C (-3.2862, 1.1667, -0.0209)
C (-1.8290, 1.1412, -0.2995)
H (5.7329, 1.5664, 0.2230)
H (3.2569, -2.0017, -0.3521)
H (-1.4014, -2.2107, -0.0940)
H (-3.9503, -2.1737, 0.2902)
H (-4.9418, -0.0235, 0.5674)
H (-3.9193, 2.0202, -0.1596)
H (-1.2206, 2.1359, -0.6390)
N (3.5836, 1.3407, 0.2808)
S (5.1559, -0.6500, -0.0231)

Output
- total charge = 0
- ΔE to the lowest compared entry with this formula, charge and spin (kJ/mol) = 248.7
- total energy (hartree) = -876.1608
- spin multiplicity = 1

# 3
This record from the OMol25 dataset describes the molecule C4H8O3 at a distorted geometry. The level of theory is ωB97M-V/def2-TZVPD.

CARTESIAN COORDINATES (ANGSTROEM)
C (2.5022, -0.1438, 0.5570)
O (1.1680, 0.2879, 0.7246)
C (0.2421, -0.4395, 0.1506)
O (0.5215, -1.4105, -0.5035)
C (-1.1715, 0.0067, 0.3917)
C (-1.6476, 0.8740, -0.9039)
O (-2.0321, -1.0396, 0.6532)
H (2.6666, -1.1415, 0.9552)
H (3.1337, 0.5501, 1.0971)
H (2.8162, -0.1564, -0.4826)
H (-1.2737, 0.6713, 1.2347)
H (-0.9817, 1.7391, -0.8770)
H (-2.6881, 1.2139, -0.8162)
H (-1.5023, 0.3458, -1.8562)
H (-1.7533, -1.3576, -0.3246)

Output
- total charge = 0
- ΔE to the lowest compared entry with this formula, charge and spin (kJ/mol) = 172.5
- total energy (hartree) = -382.8991
- spin multiplicity = 1
- structure (SMILES) = COC(=O)[C@@H](C)O

# 4
This record from the OMol25 dataset describes a structure of composition C4H9O2P at a distorted geometry. The level of theory is ωB97M-V/def2-TZVPD.

CARTESIAN COORDINATES (ANGSTROEM)
C (2.4298, -0.8206, 0.0403)
C (1.7827, 0.0545, 0.7369)
C (-1.4226, -1.6960, -0.5882)
C (-0.8455, 2.0392, 0.5892)
O (-0.1367, 0.8891, -1.7173)
O (-1.4756, -0.4731, 0.0536)
P (-0.3058, 0.5788, -0.2886)
H (3.4707, -1.1151, 0.4472)
H (1.9396, -1.2120, -0.7360)
H (1.9916, 0.6152, 1.6367)
H (-2.5798, -1.9481, -0.8992)
H (-1.0409, -2.6145, 0.0263)
H (-0.7525, -1.5227, -1.5176)
H (-0.5716, 2.9272, -0.0089)
H (-1.9861, 2.1833, 0.5665)
H (-0.4973, 2.1149, 1.6591)

Output
- total charge = 0
- ΔE to the lowest compared entry with this formula, charge and spin (kJ/mol) = 325.8
- total energy (hartree) = -649.5678
- spin multiplicity = 1

LUMO readings, ordered: -0.85 0.31 0.83 0.79 eV
Kohn-Sham gap readings, ordered: 3.74 8.59 11.17 10.04 eV
HOMO level readings, ordered: -4.586 -8.276 -10.339 -9.247 eV